Entry from the Open Molecules 2025 dataset: the molecule C23H25NO6S (the ωB97M-V functional and the def2-TZVPD basis).

Positions of all 56 atoms, in Å:
C 0.24164 0.66292 -4.18816
O -0.48018 -0.28277 -3.43466
C 0.15330 -0.89016 -2.38660
C 1.53742 -0.95496 -2.27403
C 2.15956 -1.63207 -1.24184
C 1.40481 -2.26810 -0.26851
C 2.03967 -2.98965 0.89338
C 3.19005 -2.19941 1.53682
N 2.89366 -0.78808 1.60428
C 3.67533 0.12592 0.97937
O 4.79862 -0.11458 0.57779
C 3.05916 1.45284 0.82132
C 3.57332 2.58487 0.24629
C 2.53120 3.53447 0.23996
C 1.45046 2.92515 0.81655
C 0.05277 3.35428 0.95741
S -0.95224 2.43206 -0.31745
O -0.03406 1.76403 -1.19856
O -1.87743 3.36265 -0.90775
C -1.87745 1.22996 0.63352
C -3.25393 1.31698 0.68365
C -3.96162 0.38085 1.41649
C -3.29874 -0.62956 2.10525
C -4.06443 -1.66236 2.87056
C -1.90911 -0.68488 2.04952
C -1.19514 0.23847 1.30926
O 1.76485 1.66308 1.17496
C 0.02417 -2.19734 -0.36849
C -0.62078 -1.51865 -1.39657
O -1.98672 -1.55319 -1.31173
C -2.77878 -0.72084 -2.12963
H -0.49620 1.15358 -4.82187
H 0.70940 1.40087 -3.53197
H 0.99739 0.18514 -4.82113
H 2.15270 -0.46821 -3.01268
H 3.23742 -1.65540 -1.20684
H 2.43166 -3.95498 0.56324
H 1.27026 -3.18791 1.64320
H 3.38451 -2.58752 2.54322
H 4.10946 -2.28826 0.95377
H 1.94766 -0.52952 1.83722
H 4.56963 2.70072 -0.12638
H 2.57016 4.53492 -0.13901
H -0.07323 4.41012 0.74429
H -0.38359 3.09364 1.91835
H -3.74530 2.10837 0.13992
H -5.03980 0.43267 1.45211
H -5.04869 -1.29462 3.14853
H -4.19614 -2.54952 2.25093
H -3.52819 -1.95897 3.76902
H -1.38781 -1.46389 2.58606
H -0.12169 0.19412 1.23013
H -0.60616 -2.67579 0.36617
H -3.79394 -0.83203 -1.74619
H -2.47485 0.32589 -2.05772
H -2.74408 -1.03534 -3.17480

As for the energy: -48866.0061 eV. Its orbital gap is 8.130 eV. The HOMO energy comes out at -7.8 eV. The SMILES is COc1ccc(CCNC(=O)c2ccc(CS(=O)(=O)c3ccc(C)cc3)o2)cc1OC.

Entry from the Open Molecules 2025 dataset: a structure of composition C23H26AgI2N2O (the ωB97M-V functional and the def2-TZVPD basis).

Positions of all 55 atoms, in Å:
Ag 0.26250 -0.08037 -0.30056
I -0.06686 2.12744 -7.11864
C -0.84060 1.04299 -5.33841
C -2.02955 1.45059 -4.65914
C -2.52971 0.65227 -3.60271
I -4.38320 1.04400 -2.89798
C -1.72181 -0.29551 -2.92330
O -1.96412 -0.69593 -1.75325
C -0.49027 -0.63933 -3.65143
C 0.44710 -1.66666 -3.07856
N 0.28542 -1.95468 -1.67731
C 1.13821 -2.97996 -1.20903
C 1.13261 -3.05331 0.36111
C 2.17542 -3.72433 0.94310
C 2.15726 -3.95472 2.36802
C 1.13190 -3.33727 3.11342
C 0.08199 -2.77316 2.41610
N 0.09715 -2.63396 1.08033
C -0.13675 -0.03029 -4.78185
H -2.54619 2.36650 -4.88594
H 1.45457 -1.33450 -3.29395
H 0.27816 -2.62042 -3.71530
H -0.74419 -2.13282 -1.39255
H 2.18132 -2.80951 -1.59527
H 0.95452 -3.88505 -1.79575
H 2.91576 -4.11235 0.32993
H 2.85750 -4.66019 2.76504
H 1.15665 -3.36017 4.19296
H -0.90194 -2.41343 2.83473
H 0.63648 -0.44977 -5.37549
C -1.19744 1.80717 1.24131
C -0.91251 1.47184 2.55378
C 0.48878 1.54291 2.74764
C 1.10105 1.81332 1.53532
C 0.05088 1.91027 0.49390
C 0.15900 2.87476 -0.77282
C 2.53766 2.13677 1.37510
C 1.14932 1.34338 4.11860
C -1.88625 0.94820 3.52524
C -2.57570 2.06873 0.75040
H 0.25021 3.94411 -0.44258
H -0.63112 2.73688 -1.51296
H 1.00979 2.66856 -1.39817
H 2.77286 3.10016 1.90115
H 2.74779 2.49314 0.37150
H 3.20810 1.37628 1.78652
H 2.18477 0.99327 3.93421
H 0.58329 0.51982 4.59409
H 1.28791 2.33030 4.53907
H -1.43354 0.29359 4.28723
H -2.66748 0.36972 3.07687
H -2.45962 1.78638 4.08071
H -3.11146 1.14206 0.40691
H -2.45990 2.72876 -0.13483
H -3.18574 2.51353 1.58346

As for the energy: -49500.0124 eV. The total charge is -1. Its orbital gap is 5.880 eV. The HOMO energy comes out at -3.5 eV.

Entry from the Open Molecules 2025 dataset: a structure of composition C23H26BrCl2FMnN3OSi (the ωB97M-V functional and the def2-TZVPD basis).

Positions of all 59 atoms, in Å:
Mn -0.44623 0.27486 -0.86908
C 2.23353 -3.08005 0.88979
Si 1.69316 -2.38337 -0.77769
C 0.10114 -3.21264 -1.26179
C 2.93767 -3.02731 -2.03184
N 1.48180 -0.69341 -0.66866
C 2.52915 0.16197 -0.38938
C 3.90446 -0.09884 -0.58889
C 4.90828 0.81222 -0.27913
C 4.60996 2.05717 0.25033
C 3.26988 2.36310 0.47540
C 2.30853 1.43375 0.17296
F 1.01463 1.75891 0.46225
H 3.31728 -3.01441 1.02971
H 1.76439 -2.49523 1.68953
H 1.94499 -4.13179 1.00503
H 0.20778 -4.29832 -1.14353
H -0.14297 -2.99949 -2.30666
H -0.76189 -2.87550 -0.68462
H 2.72962 -4.09154 -2.19718
H 3.98137 -2.93948 -1.72745
H 2.81535 -2.50845 -2.98840
H 4.18606 -1.04281 -1.02588
H 5.94042 0.53865 -0.46800
H 5.38699 2.77340 0.48253
H 2.95742 3.31471 0.88924
Cl 0.92089 3.38726 -4.65105
C -0.35569 3.67110 -3.50213
C -1.16302 4.80556 -3.66485
C -2.18083 5.08562 -2.80296
Cl -3.16637 6.51965 -3.05035
C -2.44028 4.22690 -1.70781
C -3.47235 4.41023 -0.75993
C -3.62445 3.51867 0.26045
C -2.73812 2.42722 0.35107
N -1.77676 2.23395 -0.50727
C -1.61534 3.09349 -1.54332
C -0.53977 2.75223 -2.46624
O 0.15197 1.70062 -2.29517
H -0.96735 5.46949 -4.49723
H -4.13583 5.25982 -0.85815
H -4.41194 3.63595 0.99366
H -2.82532 1.70133 1.15367
Br -2.44518 -0.83419 -1.79209
C -0.92426 -2.34430 4.04045
C -1.81082 -2.23236 2.79845
C -3.26518 -1.94097 3.18542
C -1.71265 -3.50866 1.95271
C -1.33129 -1.10895 1.96325
N -0.96741 -0.25835 1.29041
H -1.27647 -3.18425 4.64257
H -0.97232 -1.43785 4.64455
H 0.11532 -2.52628 3.76594
H -3.66102 -2.79737 3.73524
H -3.88212 -1.78000 2.30061
H -3.33042 -1.05809 3.82300
H -2.09549 -4.34306 2.54461
H -0.67753 -3.71763 1.67936
H -2.29534 -3.42291 1.03456

As for the energy: -167801.2012 eV. The total charge is -1. Its orbital gap (spin up / spin down) is 6.624 / 6.743 eV. The HOMO energy (spin up / spin down) comes out at -4.3 / -4.4 eV. Its expectation value of S² is 8.7551. The spin multiplicity is 6.